ORCA calculation (ωB97M-V/def2-TZVPD) on a molecular structure, C22H71Cd2N5O13.

Geometry as XYZ:
```
113
Properties=species:S:1:pos:R:3:forces:R:3
Cd -9.27812 -14.56503 29.46861 1.479 -0.516 -0.515
Cd -7.16962 -15.71354 32.59917 0.882 -0.361 -0.302
O -6.24398 -17.54600 32.16433 -0.657 0.092 -0.820
C -6.65605 -17.93380 30.85832 1.066 0.265 0.772
C -7.88068 -17.18253 30.25536 -0.462 -0.808 0.077
O -8.09256 -15.80874 30.69229 0.122 0.414 -0.681
H -6.84857 -19.01228 30.89474 -0.523 0.042 -0.350
H -5.78910 -17.83438 30.19419 -0.191 0.204 -0.289
H -8.80497 -17.71062 30.52835 0.125 -0.106 0.042
H -7.79716 -17.24864 29.16750 0.059 0.247 -0.015
C -7.57184 -15.78046 23.71038 -0.858 0.123 0.064
C -8.11451 -16.67402 24.82174 0.414 0.268 -0.070
C -7.03060 -17.03854 25.80969 0.394 -1.228 0.404
O -6.03446 -17.80749 25.17339 0.320 0.293 -0.641
C -5.13720 -18.35961 26.10563 0.075 0.651 1.095
N -9.17021 -15.97325 25.59015 -0.163 -0.070 0.264
H -7.26502 -14.82373 24.13664 0.410 -0.104 -0.006
H -8.36681 -15.52702 23.00274 -0.043 -0.166 -0.014
H -6.78794 -16.26877 23.14040 0.205 0.071 0.204
H -8.50589 -17.61115 24.41677 0.035 0.041 -0.210
H -7.42030 -17.72316 26.58850 -0.427 0.491 0.164
H -6.61180 -16.15144 26.30823 0.021 0.059 -0.153
H -4.87749 -17.58562 26.84511 0.006 -0.050 0.073
H -4.17615 -18.66807 25.70372 -0.325 -0.161 -0.654
H -5.60179 -19.17858 26.66385 -0.002 -0.184 -0.118
H -9.79299 -15.49709 24.94446 0.006 -0.053 -0.015
H -9.70994 -16.71175 26.03429 -0.118 0.018 -0.134
C -9.58234 -19.68566 27.34574 0.797 -0.198 -0.016
C -10.99872 -20.22177 27.38661 0.304 0.329 0.240
C -11.12720 -21.34596 26.35609 -0.046 0.987 0.355
O -12.38401 -21.93856 26.48001 -0.043 -0.251 0.445
C -12.54000 -23.10672 25.70607 -0.460 -0.447 -0.645
N -11.35815 -20.59042 28.75644 0.101 -0.224 0.032
H -9.31964 -19.16546 26.42098 -0.347 0.126 -0.042
H -8.83796 -20.48799 27.39211 -0.087 -0.032 0.235
H -9.40564 -19.01955 28.19656 0.010 0.070 -0.050
H -11.60571 -19.34344 27.13202 -0.517 -0.409 -0.320
H -10.31261 -22.05275 26.54830 -0.037 -0.230 -0.132
H -10.97788 -20.86134 25.38241 -0.007 -0.373 -0.272
H -12.89968 -22.83753 24.70882 0.322 -0.056 -0.149
H -13.30169 -23.77657 26.10756 -0.070 0.395 0.442
H -11.63424 -23.71452 25.64253 0.204 0.267 -0.049
H -12.10792 -21.27699 28.72176 -0.123 0.191 -0.015
H -10.60174 -21.05814 29.25703 -0.179 0.177 -0.268
C -12.11455 -20.61909 32.14581 -0.693 0.261 -0.371
C -10.83363 -20.55324 32.97246 -0.855 -0.145 -0.490
C -9.62346 -20.47954 32.05106 0.698 0.060 0.869
O -9.61615 -21.54127 31.14284 -0.484 -0.010 0.113
C -8.52762 -21.57319 30.25856 0.272 0.103 0.176
N -10.83910 -19.37157 33.85630 -0.074 0.472 -0.386
H -13.04530 -20.55003 32.71742 0.293 -0.365 0.475
H -12.17523 -21.51400 31.52708 0.098 0.028 0.039
H -12.22206 -19.75588 31.47342 0.495 -0.084 -0.152
H -10.78723 -21.45590 33.58251 0.279 0.062 0.081
H -8.72639 -20.50865 32.68500 0.042 0.010 -0.045
H -9.59408 -19.49556 31.55258 -0.222 -0.008 -0.273
H -8.45263 -20.64621 29.67521 -0.134 -0.075 -0.094
H -8.71672 -22.43197 29.61699 0.295 0.098 -0.152
H -7.56315 -21.68385 30.77059 -0.090 -0.199 0.118
H -11.51598 -19.51661 34.60037 0.209 -0.177 0.137
H -11.30369 -18.65655 33.29329 -0.032 0.049 0.071
C -1.95693 -16.80171 32.20676 -0.234 0.707 0.510
C -2.91597 -15.61234 31.98974 0.653 -1.531 -0.161
C -2.20756 -14.29470 31.78416 -0.996 0.639 0.181
O -1.81505 -13.78837 33.03661 0.146 -0.263 0.172
C -1.06561 -12.60326 32.92614 0.225 0.445 0.076
N -3.80135 -15.89313 30.83491 -0.185 0.170 0.417
H -2.53352 -17.72212 32.29406 0.070 -0.081 -0.306
H -1.46029 -16.70614 33.17473 0.302 0.131 -0.202
H -1.23461 -16.81475 31.39022 0.099 -0.323 0.081
H -3.49198 -15.59168 32.92182 -0.360 0.497 -0.201
H -2.96462 -13.62823 31.34410 0.135 0.204 -0.084
H -1.38050 -14.33392 31.06818 0.185 -0.295 0.092
H -0.12248 -12.77724 32.39976 -0.073 0.037 -0.157
H -0.81459 -12.22175 33.91478 -0.117 -0.309 0.124
H -1.63939 -11.81018 32.43237 0.039 -0.093 -0.215
H -3.19944 -16.19274 30.07131 -0.080 0.148 -0.115
H -4.33385 -16.72349 31.08081 -0.013 0.006 0.020
C -2.17856 -22.44843 26.95099 -0.071 0.786 0.116
C -3.08445 -22.50090 28.18507 -0.306 -0.989 -0.333
C -3.61979 -21.17106 28.69692 0.648 -0.923 0.016
O -2.50196 -20.34584 28.97797 -0.796 0.015 0.184
C -2.81414 -19.34217 29.90723 0.256 0.933 -0.680
N -4.22328 -23.39896 27.89737 -0.040 -0.089 0.123
H -2.66452 -22.46045 25.97318 -0.537 -0.239 0.259
H -1.50245 -23.29885 27.00667 0.262 0.191 -0.190
H -1.65159 -21.49157 26.95139 0.485 -0.318 0.184
H -2.47799 -22.95822 28.97442 0.108 0.403 0.190
H -4.15778 -21.38088 29.62932 -0.165 0.091 0.044
H -4.33159 -20.77706 27.96604 0.111 0.457 -0.071
H -3.17436 -19.68774 30.88076 0.204 -0.310 0.002
H -3.56903 -18.64390 29.51034 -0.224 -0.166 -0.078
H -1.91721 -18.73101 29.99705 0.069 -0.190 0.395
H -3.84171 -24.24940 27.49253 -0.118 0.100 -0.209
H -4.65958 -23.72619 28.75701 0.051 0.214 0.020
O -10.60832 -14.22991 31.09281 -1.298 0.282 0.970
H -10.60337 -14.86006 31.83047 0.202 0.124 -0.099
H -11.50266 -13.84375 31.09183 0.282 0.080 -0.043
O -10.56220 -15.97728 28.52431 -1.059 -0.798 -0.335
H -11.04716 -16.59191 29.10238 0.153 0.030 -0.149
H -10.91319 -16.13418 27.63133 0.340 0.257 0.056
O -4.37371 -17.91669 34.51015 -0.013 0.230 0.168
H -4.84703 -17.54403 33.75622 0.031 -0.392 -0.210
H -4.67111 -18.83861 34.54581 -0.060 0.142 -0.015
O -6.50293 -19.83059 33.90752 -0.050 0.135 -0.250
H -6.51311 -19.08722 33.27077 0.055 -0.060 0.045
H -6.51385 -20.63133 33.37119 0.074 0.029 0.133
O -8.80717 -16.76769 33.63825 -0.999 0.205 0.772
H -9.64388 -17.13390 33.32205 0.206 -0.483 0.112
H -8.82924 -16.90612 34.59954 0.006 -0.211 -0.247
O -6.11640 -15.57900 34.44245 0.712 0.840 1.115
H -6.23731 -16.02868 35.29459 0.069 -0.172 -0.284
H -5.21850 -15.20481 34.48448 -0.151 -0.163 -0.016
```
Positions in Å, forces in eV/Å.

* net charge: +2
* energy: -67143.031 eV
* orbital gap: 3.83 eV